# 1
C20H23NO4 in the gas phase, computed with ωB97M-V/def2-TZVPD.

```
48
Properties=species:S:1:pos:R:3:forces:R:3
C -1.746 -3.720 0.076 -0.04 0.02 -0.08
C -2.530 -2.443 0.016 0.01 0.12 0.00
C -3.898 -2.438 0.261 0.01 0.05 0.00
C -4.632 -1.263 0.209 0.13 -0.12 -0.05
C -6.101 -1.258 0.506 0.03 0.02 0.05
C -3.993 -0.069 -0.104 0.00 0.11 -0.01
C -2.628 -0.061 -0.349 -0.29 -0.13 0.06
N -1.907 1.104 -0.635 0.32 -0.33 -0.24
C -2.231 2.401 -0.390 0.32 0.29 -0.17
O -3.336 2.806 -0.115 -0.29 0.09 0.14
C -1.013 3.334 -0.508 -0.15 -0.02 0.10
C 0.228 2.621 -0.060 0.30 0.17 -0.14
C 0.375 2.261 1.279 0.13 0.01 -0.14
C 1.385 1.414 1.675 0.16 -0.11 -0.06
C 2.286 0.895 0.742 -0.27 0.32 -0.03
O 3.169 -0.012 1.240 -0.01 -0.07 0.09
C 4.077 -0.698 0.394 0.46 -0.19 -0.07
C 5.267 0.180 -0.002 -0.32 -0.12 0.00
C 4.555 -1.911 1.211 -0.23 0.25 -0.06
C 3.403 -1.300 -0.842 0.06 -0.10 -0.34
O 3.954 -1.486 -1.893 0.09 0.05 0.00
O 2.148 -1.689 -0.607 -0.51 -0.19 0.36
C 2.194 1.311 -0.581 0.32 -0.26 0.12
C 1.167 2.157 -0.970 -0.18 0.18 0.19
C -1.903 -1.249 -0.291 -0.10 -0.03 0.00
H -0.702 -3.520 0.304 0.09 -0.05 0.03
H -1.795 -4.236 -0.884 0.04 -0.09 -0.03
H -2.152 -4.386 0.834 0.03 -0.08 0.04
H -4.393 -3.367 0.505 -0.09 -0.12 0.04
H -6.502 -2.268 0.520 -0.07 -0.04 0.00
H -6.280 -0.804 1.481 -0.08 0.02 0.05
H -6.639 -0.671 -0.235 -0.11 0.02 -0.04
H -4.547 0.854 -0.142 -0.03 0.08 -0.01
H -0.930 0.930 -0.840 -0.22 0.10 0.13
H -1.223 4.213 0.103 -0.07 -0.05 -0.07
H -0.929 3.655 -1.548 -0.01 0.03 0.02
H -0.335 2.624 2.007 -0.10 0.02 0.11
H 1.483 1.106 2.704 0.01 -0.05 0.15
H 5.897 0.351 0.867 0.01 0.00 0.10
H 5.843 -0.319 -0.776 0.06 0.01 -0.02
H 4.931 1.143 -0.377 0.01 0.07 -0.07
H 5.275 -2.487 0.637 0.08 -0.04 -0.06
H 5.020 -1.559 2.128 0.06 0.05 0.06
H 3.705 -2.538 1.470 -0.02 -0.06 0.02
H 1.778 -2.123 -1.393 0.31 0.11 -0.02
H 2.890 0.964 -1.330 0.06 0.02 -0.05
H 1.091 2.439 -2.011 -0.03 0.03 -0.09
H -0.835 -1.227 -0.466 0.15 0.00 0.02
```
Forces are in eV/Å.

Computed properties:
2S+1: 1
Energy above the lowest of the compared OMol25 structures with the same formula, charge and spin, kcal per mole: 8.80
DFT total energy, eV: -30794.802
E_HOMO, eV: -8.293
Maximum force, eV/A: 0.656
E_LUMO, eV: 0.50
Molecular weight, u: 341.41
SMILES: Cc1cc(C)cc(NC(=O)Cc2ccc(OC(C)(C)C(=O)O)cc2)c1
Frontier orbital gap, eV: 8.793
Total charge: 0

# 2
C20H24As2N2PtSe2 as an isolated structure at a distorted geometry, computed with ωB97M-V/def2-TZVPD.

```
51
Properties=species:S:1:pos:R:3:forces:R:3
Pt -0.014 0.008 0.094 0.80 0.11 0.87
Se 1.280 -1.302 -2.470 0.05 -0.38 -0.18
Se 0.980 -2.249 -0.298 -0.07 0.19 -0.15
C -0.590 -3.279 -0.802 0.01 -0.05 -0.01
C -0.449 -4.652 -0.907 0.05 0.03 0.03
C -1.572 -5.371 -1.299 -0.04 -0.01 -0.01
C -2.744 -4.685 -1.565 -0.01 0.01 0.00
C -2.760 -3.302 -1.431 0.03 -0.01 0.01
N -1.693 -2.599 -1.048 -0.02 0.03 -0.03
C 2.456 0.020 -1.767 -0.04 0.08 0.09
C 3.733 0.222 -2.250 0.01 0.04 0.01
C 4.498 1.231 -1.675 0.00 -0.02 -0.03
C 3.970 1.965 -0.628 -0.03 0.01 0.01
C 2.686 1.684 -0.192 -0.01 0.05 0.05
N 1.932 0.741 -0.761 -0.38 -0.12 -0.28
H 0.493 -5.141 -0.698 0.00 -0.01 0.00
H -1.521 -6.447 -1.399 -0.01 0.00 0.00
H -3.639 -5.205 -1.877 0.01 -0.02 -0.01
H -3.660 -2.736 -1.636 0.00 0.01 0.00
H 4.124 -0.396 -3.046 -0.01 -0.01 0.00
H 5.499 1.425 -2.035 0.00 0.00 0.00
H 4.538 2.749 -0.147 0.00 0.00 0.00
H 2.237 2.230 0.627 0.01 -0.02 0.01
C -0.288 -0.108 3.589 0.02 -0.02 -0.03
As -1.331 -0.458 2.004 -0.22 -0.13 -0.44
C -2.036 -2.231 2.246 -0.06 0.03 0.04
C -2.795 0.789 2.068 0.01 -0.04 -0.01
C -3.853 0.654 2.958 -0.01 0.00 0.03
C -4.860 1.610 2.975 0.02 -0.01 0.00
C -4.807 2.697 2.113 0.02 0.01 -0.02
C -3.748 2.835 1.226 -0.02 0.01 0.03
C -2.743 1.875 1.202 0.01 0.09 -0.03
As -1.265 1.999 -0.029 -0.14 0.15 0.05
C -0.371 3.666 0.337 -0.03 0.02 0.00
C -2.048 2.209 -1.776 0.04 0.00 -0.03
H -0.928 -0.202 4.465 -0.02 -0.01 -0.01
H 0.108 0.904 3.534 0.02 -0.01 0.02
H 0.530 -0.823 3.652 0.01 0.02 0.01
H -2.584 -2.290 3.185 0.01 0.03 0.01
H -1.205 -2.934 2.278 -0.01 -0.01 -0.01
H -2.692 -2.465 1.412 0.00 -0.02 0.02
H -3.905 -0.187 3.639 0.00 0.00 0.00
H -5.687 1.505 3.664 0.00 0.00 0.00
H -5.594 3.439 2.128 0.00 0.00 0.01
H -3.722 3.689 0.560 0.00 0.00 -0.01
H -1.084 4.485 0.258 0.00 0.00 -0.01
H 0.424 3.808 -0.394 -0.01 0.02 0.00
H 0.045 3.647 1.343 0.00 0.00 0.00
H -2.779 3.016 -1.752 0.00 0.01 0.01
H -2.532 1.277 -2.059 -0.01 0.00 0.00
H -1.262 2.450 -2.489 -0.01 -0.01 -0.01
```
Forces are in eV/Å.

Computed properties:
2S+1: 1
Energy above the lowest of the compared OMol25 structures with the same formula, charge and spin, kcal per mole: 0.00
DFT total energy, eV: -279713.348
E_HOMO, eV: -14.455
Maximum force, eV/A: 1.191
E_LUMO, eV: -6.69
Molecular weight, u: 795.27
Frontier orbital gap, eV: 7.767
Total charge: +2

Please write out number 1 again, unchanged.
C20H23NO4 in the gas phase, computed with ωB97M-V/def2-TZVPD.

```
48
Properties=species:S:1:pos:R:3:forces:R:3
C -1.746 -3.720 0.076 -0.04 0.02 -0.08
C -2.530 -2.443 0.016 0.01 0.12 0.00
C -3.898 -2.438 0.261 0.01 0.05 0.00
C -4.632 -1.263 0.209 0.13 -0.12 -0.05
C -6.101 -1.258 0.506 0.03 0.02 0.05
C -3.993 -0.069 -0.104 0.00 0.11 -0.01
C -2.628 -0.061 -0.349 -0.29 -0.13 0.06
N -1.907 1.104 -0.635 0.32 -0.33 -0.24
C -2.231 2.401 -0.390 0.32 0.29 -0.17
O -3.336 2.806 -0.115 -0.29 0.09 0.14
C -1.013 3.334 -0.508 -0.15 -0.02 0.10
C 0.228 2.621 -0.060 0.30 0.17 -0.14
C 0.375 2.261 1.279 0.13 0.01 -0.14
C 1.385 1.414 1.675 0.16 -0.11 -0.06
C 2.286 0.895 0.742 -0.27 0.32 -0.03
O 3.169 -0.012 1.240 -0.01 -0.07 0.09
C 4.077 -0.698 0.394 0.46 -0.19 -0.07
C 5.267 0.180 -0.002 -0.32 -0.12 0.00
C 4.555 -1.911 1.211 -0.23 0.25 -0.06
C 3.403 -1.300 -0.842 0.06 -0.10 -0.34
O 3.954 -1.486 -1.893 0.09 0.05 0.00
O 2.148 -1.689 -0.607 -0.51 -0.19 0.36
C 2.194 1.311 -0.581 0.32 -0.26 0.12
C 1.167 2.157 -0.970 -0.18 0.18 0.19
C -1.903 -1.249 -0.291 -0.10 -0.03 0.00
H -0.702 -3.520 0.304 0.09 -0.05 0.03
H -1.795 -4.236 -0.884 0.04 -0.09 -0.03
H -2.152 -4.386 0.834 0.03 -0.08 0.04
H -4.393 -3.367 0.505 -0.09 -0.12 0.04
H -6.502 -2.268 0.520 -0.07 -0.04 0.00
H -6.280 -0.804 1.481 -0.08 0.02 0.05
H -6.639 -0.671 -0.235 -0.11 0.02 -0.04
H -4.547 0.854 -0.142 -0.03 0.08 -0.01
H -0.930 0.930 -0.840 -0.22 0.10 0.13
H -1.223 4.213 0.103 -0.07 -0.05 -0.07
H -0.929 3.655 -1.548 -0.01 0.03 0.02
H -0.335 2.624 2.007 -0.10 0.02 0.11
H 1.483 1.106 2.704 0.01 -0.05 0.15
H 5.897 0.351 0.867 0.01 0.00 0.10
H 5.843 -0.319 -0.776 0.06 0.01 -0.02
H 4.931 1.143 -0.377 0.01 0.07 -0.07
H 5.275 -2.487 0.637 0.08 -0.04 -0.06
H 5.020 -1.559 2.128 0.06 0.05 0.06
H 3.705 -2.538 1.470 -0.02 -0.06 0.02
H 1.778 -2.123 -1.393 0.31 0.11 -0.02
H 2.890 0.964 -1.330 0.06 0.02 -0.05
H 1.091 2.439 -2.011 -0.03 0.03 -0.09
H -0.835 -1.227 -0.466 0.15 0.00 0.02
```
Forces are in eV/Å.

Computed properties:
2S+1: 1
Energy above the lowest of the compared OMol25 structures with the same formula, charge and spin, kcal per mole: 8.80
DFT total energy, eV: -30794.802
E_HOMO, eV: -8.293
Maximum force, eV/A: 0.656
E_LUMO, eV: 0.50
Molecular weight, u: 341.41
SMILES: Cc1cc(C)cc(NC(=O)Cc2ccc(OC(C)(C)C(=O)O)cc2)c1
Frontier orbital gap, eV: 8.793
Total charge: 0

Q: Which value of maximum force does entry 2 give?
A: 1.191 eV/A